P.
Computed, not measured: a structure of composition C5H10NO, with ωB97M-V/def2-TZVPD.

Summary:
frontier orbital gap = 10.688 eV

```
! wB97M-V def2-TZVPD RIJCOSX def2/J DEFGRID3
* xyz 1 1
C -0.689 0.583 -1.259
C -0.021 -0.565 -1.393
C -0.761 -0.947 0.699
C -0.874 0.889 0.149
C 0.393 -1.231 -0.132
N 0.471 1.572 0.581
O 1.671 -0.707 0.392
H -1.157 1.049 -2.091
H -0.016 -0.995 -2.359
H -0.461 -1.071 1.700
H -1.616 -1.487 0.365
H -1.702 1.353 0.544
H 0.353 -2.279 -0.385
H 0.411 2.098 1.479
H 0.738 2.232 -0.083
H 1.167 0.831 0.785
H 2.092 -1.325 1.006
*
```

---

Q.
Computed, not measured: a cluster of 2 separate species, C5H10NO in total, with ωB97M-V/def2-TZVPD.

Summary:
frontier orbital gap = 6.516 eV

```
! wB97M-V def2-TZVPD RIJCOSX def2/J DEFGRID3
* xyz 1 1
C -0.945 -0.263 1.948
C -1.490 0.460 0.967
C 0.480 -2.139 2.393
N 0.075 -1.212 1.613
H -1.199 -0.237 2.997
H -1.506 0.068 -0.042
H -1.789 1.488 1.127
H 1.379 -2.701 2.178
H -0.064 -2.334 3.310
H 0.455 -1.189 0.669
C 0.394 1.282 -1.462
C 0.648 1.322 -2.757
O 1.364 0.352 -3.374
H -0.282 1.985 -1.004
H 0.757 0.474 -0.840
H 0.240 2.079 -3.420
H 1.484 0.566 -4.304
*
```

---

R.
Computed, not measured: the ion C5H10NO with charge +1, with ωB97M-V/def2-TZVPD.

Summary:
frontier orbital gap = 10.414 eV
structure (SMILES) = C=CC[C@@H]([NH3+])C=O

```
! wB97M-V def2-TZVPD RIJCOSX def2/J DEFGRID3
* xyz 1 1
C -0.984 -1.862 -0.686
C -1.055 -1.007 0.305
C -1.029 0.511 0.063
C 0.354 1.078 0.146
N 1.089 0.328 1.197
C 1.124 1.050 -1.271
O 2.283 0.604 -1.209
H -1.148 -1.538 -1.685
H -0.727 -2.918 -0.482
H -1.385 -1.452 1.263
H -1.763 0.858 0.842
H -1.578 0.814 -0.905
H 0.481 2.149 0.362
H 0.854 -0.623 0.964
H 2.046 0.531 1.135
H 0.812 0.189 2.259
H 0.625 1.288 -2.298
*
```

---

Most stable one: P, least stable one: Q.

---

P.
Computed, not measured: an isolated molecule of C17H16N4OS, with ωB97M-V/def2-TZVPD.

Summary:
frontier orbital gap = 8.187 eV
structure (SMILES) = Cc1ccc(-c2noc(-c3ccc(C4=NC[C@@H](C)N4)cc3)n2)s1

```
! wB97M-V def2-TZVPD RIJCOSX def2/J DEFGRID3
* xyz 0 1
C 6.786 2.397 5.151
C 5.632 1.895 4.343
C 5.415 2.264 3.071
C 4.192 1.701 2.525
C 3.545 0.882 3.411
C 2.307 0.161 3.130
N 1.633 -0.558 3.997
O 0.521 -1.086 3.227
C 0.636 -0.504 1.977
C -0.384 -0.686 0.880
C -0.153 -0.081 -0.396
C -1.067 -0.214 -1.466
C -2.243 -0.946 -1.302
C -3.206 -1.123 -2.395
N -4.373 -1.679 -2.259
C -5.111 -1.568 -3.520
C -4.059 -1.235 -4.599
C -4.401 -0.134 -5.576
N -2.986 -0.764 -3.700
C -2.440 -1.597 -0.041
C -1.516 -1.454 1.018
N 1.709 0.231 1.894
S 4.312 0.880 4.998
H 7.433 1.536 5.385
H 7.334 3.152 4.610
H 6.455 2.824 6.113
H 6.043 2.962 2.483
H 3.814 1.883 1.509
H 0.757 0.540 -0.456
H -0.880 0.265 -2.411
H -5.809 -0.737 -3.415
H -5.624 -2.497 -3.739
H -3.787 -2.151 -5.143
H -4.743 0.769 -5.066
H -5.194 -0.475 -6.268
H -3.503 0.112 -6.138
H -2.004 -0.822 -4.007
H -3.310 -2.210 0.200
H -1.733 -1.935 1.974
*
```

---

Q.
Computed, not measured: an isolated molecule of C17H16N4OS, with ωB97M-V/def2-TZVPD.

Summary:
frontier orbital gap = 7.965 eV
structure (SMILES) = Cc1ccn2c(-c3csc(NCc4ccco4)n3)c(C)nc2c1

```
! wB97M-V def2-TZVPD RIJCOSX def2/J DEFGRID3
* xyz 0 1
C 0.058 5.053 2.475
C -0.515 3.877 1.758
C 0.395 2.766 1.357
C -0.095 1.668 0.702
N -1.464 1.589 0.391
C -2.196 0.701 -0.367
C -1.696 -0.441 -1.128
C -2.312 -1.083 -2.168
S -1.270 -2.353 -2.821
C -0.113 -1.999 -1.561
N 1.067 -2.657 -1.272
C 1.901 -2.347 -0.140
C 3.155 -3.234 -0.210
C 4.266 -3.272 0.608
C 5.148 -4.247 0.023
C 4.512 -4.705 -1.082
O 3.285 -4.127 -1.222
N -0.439 -1.000 -0.811
C -3.490 1.162 -0.329
C -4.730 0.632 -0.999
N -3.612 2.320 0.388
C -2.376 2.600 0.749
C -1.859 3.799 1.461
H 0.685 4.755 3.295
H 0.713 5.632 1.785
H -0.712 5.726 2.818
H 1.447 2.776 1.607
H 0.530 0.852 0.380
H -3.223 -0.785 -2.636
H 1.402 -3.344 -1.910
H 2.200 -1.287 -0.206
H 1.379 -2.515 0.799
H 4.484 -2.577 1.426
H 6.115 -4.591 0.379
H 4.960 -5.415 -1.797
H -4.740 0.976 -2.041
H -5.649 0.956 -0.456
H -4.719 -0.474 -0.990
H -2.491 4.611 1.744
*
```

---

Most stable one: Q, least stable one: P.

---

P.
Computed, not measured: an isolated molecule of C15H22N2O3S, with ωB97M-V/def2-TZVPD.

Summary:
frontier orbital gap = 9.168 eV
structure (SMILES) = Cc1cc(C)cc(N(CC(=O)N2CCCC2)S(C)(=O)=O)c1

```
! wB97M-V def2-TZVPD RIJCOSX def2/J DEFGRID3
* xyz 0 1
C -4.735 -0.481 0.701
C -3.445 0.104 0.208
C -3.283 1.479 0.123
C -2.096 2.024 -0.346
C -1.935 3.511 -0.449
C -1.056 1.181 -0.706
C -1.192 -0.202 -0.609
N -0.110 -1.040 -0.923
C 0.827 -0.636 -1.951
C 1.819 0.470 -1.579
O 2.016 1.404 -2.338
N 2.477 0.357 -0.418
C 2.424 -0.722 0.546
C 3.739 -0.579 1.310
C 3.942 0.935 1.336
C 3.466 1.362 -0.049
S -0.209 -2.690 -0.617
C -0.406 -2.761 1.189
O -1.344 -3.307 -1.235
O 1.080 -3.235 -0.933
C -2.398 -0.731 -0.159
H -4.828 -1.521 0.399
H -4.776 -0.435 1.790
H -5.583 0.078 0.312
H -4.096 2.132 0.407
H -1.051 3.765 -1.028
H -2.807 3.958 -0.922
H -1.835 3.948 0.545
H -0.142 1.612 -1.076
H 1.401 -1.529 -2.211
H 0.296 -0.290 -2.846
H 2.319 -1.688 0.053
H 1.572 -0.570 1.222
H 3.691 -1.018 2.304
H 4.546 -1.056 0.754
H 4.975 1.220 1.520
H 3.314 1.383 2.107
H 3.013 2.356 -0.066
H 4.279 1.354 -0.782
H -1.114 -3.548 1.412
H 0.565 -2.991 1.606
H -0.773 -1.808 1.546
H -2.546 -1.796 -0.145
*
```

---

Q.
Computed, not measured: an isolated molecule of C15H22N2O3S, with ωB97M-V/def2-TZVPD.

Summary:
frontier orbital gap = 9.034 eV
structure (SMILES) = COC(=O)[C@H](CCSC)NC(=O)Nc1ccc(C)c(C)c1

```
! wB97M-V def2-TZVPD RIJCOSX def2/J DEFGRID3
* xyz 0 1
C -1.212 -3.784 -1.863
O -1.161 -2.640 -1.019
C -2.337 -2.080 -0.717
O -3.391 -2.463 -1.145
C -2.171 -0.887 0.219
C -2.893 0.336 -0.366
C -2.997 1.446 0.670
S -3.505 3.034 -0.063
C -1.904 3.589 -0.717
N -0.790 -0.580 0.494
C -0.238 -0.916 1.699
O -0.883 -1.344 2.634
N 1.117 -0.721 1.808
C 2.019 -0.119 0.926
C 1.682 0.984 0.147
C 2.626 1.542 -0.695
C 3.917 1.043 -0.779
C 4.917 1.669 -1.701
C 4.271 -0.046 0.026
C 5.660 -0.602 -0.014
C 3.322 -0.609 0.863
H -1.738 -3.545 -2.790
H -1.737 -4.599 -1.361
H -0.180 -4.059 -2.064
H -2.628 -1.160 1.180
H -2.332 0.687 -1.236
H -3.886 0.038 -0.701
H -2.043 1.607 1.172
H -3.752 1.207 1.417
H -1.545 2.893 -1.471
H -2.071 4.561 -1.167
H -1.191 3.676 0.099
H -0.173 -0.523 -0.302
H 1.514 -1.141 2.638
H 0.701 1.425 0.223
H 2.351 2.398 -1.295
H 4.471 2.498 -2.245
H 5.774 2.043 -1.143
H 5.285 0.940 -2.422
H 5.909 -0.941 -1.019
H 6.385 0.161 0.266
H 5.761 -1.442 0.669
H 3.593 -1.449 1.486
*
```

---

Most stable one: Q, least stable one: P.

---

P.
Computed, not measured: a cluster of 2 separate species, C3H11N2O in total, with ωB97M-V/def2-TZVPD.

Summary:
frontier orbital gap = 9.191 eV

```
! wB97M-V def2-TZVPD RIJCOSX def2/J DEFGRID3
* xyz 1 1
C -0.068 -0.957 2.294
C 0.014 -0.227 0.989
C -0.966 0.646 0.676
N -0.814 1.644 -0.400
N 0.935 -0.608 0.066
H -1.026 -1.471 2.389
H -0.043 -0.237 3.112
H 0.682 -1.733 2.452
H -1.800 0.823 1.341
H -1.389 1.482 -1.237
H 0.175 1.772 -0.616
H -1.192 2.531 -0.072
H 1.592 -1.351 0.223
H 0.684 -0.462 -0.911
H 1.418 -0.388 -3.263
H -0.054 -0.825 -3.305
O 0.627 -0.477 -2.716
*
```

---

Q.
Computed, not measured: a cluster of 2 separate species, C3H11N2O in total, with ωB97M-V/def2-TZVPD.

Summary:
frontier orbital gap = 11.697 eV

```
! wB97M-V def2-TZVPD RIJCOSX def2/J DEFGRID3
* xyz 1 1
C 0.196 1.577 -2.090
C 0.762 0.157 -1.820
N 0.743 -0.162 -0.308
C 0.354 -1.328 -0.049
N -0.277 -1.662 1.039
H 0.786 2.092 -1.205
H 0.546 2.099 -2.933
H -0.796 1.780 -1.884
H 0.053 -0.616 -2.159
H 1.883 0.224 -2.117
H 0.428 0.580 0.295
H 0.912 -2.084 -0.614
H -0.505 -1.093 1.777
H 0.064 -2.468 1.409
H -2.149 1.534 2.365
H -1.156 1.297 3.439
O -1.400 0.873 2.533
*
```

---

Most stable one: P, least stable one: Q.

---

P.
Computed, not measured: a cluster of 2 separate species, C3H11N2O in total, with ωB97M-V/def2-TZVPD.

Summary:
frontier orbital gap (spin up / spin down) = 9.488 / 5.978 eV

```
! wB97M-V def2-TZVPD RIJCOSX def2/J DEFGRID3
* xyz 1 1
C -2.090 1.062 -0.015
C -1.597 -0.194 0.482
C 1.408 0.209 0.388
N 2.115 0.764 -0.734
N 1.456 -1.357 0.255
O -1.620 -1.249 -0.370
H -1.704 2.008 0.348
H -2.100 1.067 -1.123
H -3.192 1.028 0.421
H -1.020 -0.414 1.402
H 1.657 0.272 1.402
H 1.629 1.200 -1.435
H 2.807 1.433 -0.579
H 1.007 -1.625 1.107
H 2.524 -1.578 0.081
H 0.881 -1.572 -0.516
H -2.159 -1.055 -1.115
*
```

---

Q.
Computed, not measured: a cluster of 2 separate species, C3H11N2O in total, with ωB97M-V/def2-TZVPD.

Summary:
frontier orbital gap = 10.911 eV

```
! wB97M-V def2-TZVPD RIJCOSX def2/J DEFGRID3
* xyz 1 1
C -0.491 -0.602 -2.403
C 0.551 -0.417 -1.342
O 0.432 0.479 -0.492
N 1.609 -1.236 -1.357
H -0.774 -1.625 -2.598
H -0.137 -0.236 -3.370
H 2.206 -1.396 -0.553
H 1.703 -1.949 -2.061
H -1.329 0.026 -2.120
C -0.508 1.561 2.116
N -0.446 0.095 1.998
H 0.420 -0.235 2.418
H -1.237 -0.311 2.494
H -0.430 -0.115 0.981
H -1.367 1.968 1.586
H 0.298 2.037 1.567
H -0.501 1.954 3.137
*
```

---

R.
Computed, not measured: a cluster of 2 separate species, C3H11N2O in total, with ωB97M-V/def2-TZVPD.

Summary:
frontier orbital gap = 10.636 eV

```
! wB97M-V def2-TZVPD RIJCOSX def2/J DEFGRID3
* xyz 1 1
C -2.178 -0.660 0.328
C -0.681 -1.291 0.671
N 2.216 -0.024 -1.165
C 1.316 -0.296 -0.208
N 0.252 -1.068 -0.397
H -2.417 -1.205 -0.579
H -2.152 0.364 -0.029
H -2.955 -0.999 0.977
H -0.867 -2.326 1.171
H -0.412 -0.644 1.485
H 2.128 -0.378 -2.197
H 3.088 0.419 -0.984
H 1.071 0.571 0.574
H 0.018 -1.421 -1.330
H 1.036 3.040 0.021
H 0.138 3.390 0.998
O 0.399 2.528 0.665
*
```

---

S.
Computed, not measured: a cluster of 2 separate species, C3H11N2O in total, with ωB97M-V/def2-TZVPD.

Summary:
frontier orbital gap = 11.452 eV

```
! wB97M-V def2-TZVPD RIJCOSX def2/J DEFGRID3
* xyz 1 1
C 0.755 -2.769 0.220
C 0.446 -1.517 1.032
N 0.138 -0.367 0.086
C 0.915 0.631 -0.231
N 0.505 1.877 -0.523
H 1.399 -2.525 -0.615
H 1.127 -3.513 0.930
H -0.171 -3.256 -0.097
H -0.459 -1.446 1.630
H 1.319 -1.285 1.635
H -0.833 -0.243 -0.181
H 1.983 0.414 -0.175
H -0.555 1.986 -0.401
H 0.820 2.133 -1.458
H -2.514 1.840 -1.269
H -2.744 2.327 0.168
O -2.137 1.812 -0.379
*
```

---

Most stable one: Q, least stable one: P.

---

P.
Computed, not measured: a cluster of 2 separate species, C3H11N2O in total, with ωB97M-V/def2-TZVPD.

Summary:
frontier orbital gap = 10.735 eV

```
! wB97M-V def2-TZVPD RIJCOSX def2/J DEFGRID3
* xyz 1 1
C 0.312 1.241 2.459
C 1.067 -0.005 1.987
N 0.202 -0.844 1.137
C -0.171 -0.520 -0.113
N 0.554 0.244 -0.902
H -0.309 1.621 1.636
H 0.988 1.943 2.919
H -0.480 1.044 3.181
H 1.372 -0.625 2.831
H 1.958 0.294 1.428
H 0.465 -1.828 1.116
H -0.846 -1.203 -0.616
H 1.355 0.628 -0.427
H 0.192 0.590 -1.783
H -2.500 -0.671 -3.745
H -1.362 -0.201 -4.594
O -1.667 -0.222 -3.668
*
```

---

Q.
Computed, not measured: a cluster of 2 separate species, C3H11N2O in total, with ωB97M-V/def2-TZVPD.

Summary:
frontier orbital gap = 9.668 eV

```
! wB97M-V def2-TZVPD RIJCOSX def2/J DEFGRID3
* xyz 1 1
C 1.015 0.604 1.686
C -2.412 0.172 0.090
C -0.267 0.864 0.980
N 1.587 -0.987 -2.099
N -1.001 -0.021 0.416
O 0.604 -0.319 -1.376
H 1.285 -0.425 1.936
H 1.842 1.104 1.150
H 0.938 1.091 2.629
H -2.521 0.781 -0.737
H -2.782 -0.769 -0.181
H -2.957 0.511 1.054
H -0.683 1.845 1.074
H 2.156 -1.522 -1.352
H 1.372 -1.595 -2.899
H 2.372 -0.429 -2.508
H -0.548 -0.906 0.137
*
```

---

Most stable one: P, least stable one: Q.